Molecular formula: C4H12
Method: DFT, ωB97M-V/def2-TZVPD

Element x y z (Å)
C -1.877 -0.355 1.466
C -0.625 -0.876 2.146
H -1.687 0.581 0.949
H -2.286 -1.057 0.740
H -2.683 -0.190 2.175
H -0.794 -1.817 2.677
H -0.179 -0.163 2.836
H 0.151 -1.129 1.430
C 1.485 0.504 -1.099
C 1.042 0.749 -2.530
H 0.813 -0.157 -0.544
H 2.468 0.026 -1.078
H 1.542 1.440 -0.554
H 0.894 -0.170 -3.100
H 0.101 1.313 -2.593
H 1.778 1.350 -3.052

Kohn-Sham gap	12.869	eV
E_LUMO	1.138	eV
E_HOMO	-11.7	eV